Record 1
The following is a quantum chemistry calculation of a cluster of 7 separate species, C21H27F6O22P in total at a distorted geometry, from the OMol25 dataset.

Structure (XYZ):
```
77
Properties=species:S:1:pos:R:3:forces:R:3:lowdin_charge:R:1
O 0.93671 -3.12817 -3.99142 -3.7611 -0.8317 0.9843 0.155
C -0.13354 -3.65086 -3.65971 4.5934 0.5974 -3.1411 -0.558
O -1.15138 -3.97699 -4.44874 0.8444 2.1740 -3.3028 0.119
C -2.18672 -4.49030 -3.75422 -3.1502 0.8135 0.0227 -0.128
C -1.54576 -5.00557 -2.54113 -0.3737 1.7303 -0.1718 -0.349
F -1.30798 -6.24930 -2.78678 1.2584 -3.7160 0.5505 0.149
O -0.31531 -4.27625 -2.54401 -0.7577 -1.0191 4.4555 0.157
H -2.94297 -3.75430 -3.48130 0.0875 0.7532 -0.0432 0.137
H -2.77196 -5.17781 -4.36488 0.5526 -0.5544 0.1995 0.159
H -2.16344 -4.88015 -1.65183 0.6346 0.0540 0.4400 0.162
O 8.17860 2.65139 -0.47430 -2.5643 -3.1552 -0.3477 0.102
C 7.46497 1.63552 -0.35692 3.2985 3.7146 0.6384 -0.544
O 6.55590 1.15411 -1.16883 1.7752 3.0491 -3.5015 0.116
C 5.98137 0.03455 -0.73089 -3.0650 -2.3177 0.1703 -0.125
C 6.39656 -0.00449 0.66022 -0.1024 1.1927 3.6678 -0.308
F 6.64975 -1.18630 1.26686 0.4183 -0.2198 -0.6709 0.089
O 7.52819 0.87591 0.73021 0.1489 -1.2548 0.4516 0.153
H 4.91820 0.27409 -0.75073 -0.2708 -0.6917 -0.0890 0.135
H 6.14049 -0.90526 -1.25961 0.5418 0.2191 -0.4313 0.159
H 5.68247 0.52395 1.29182 -0.3434 -0.3492 0.1153 0.139
O -3.02349 6.33555 0.60634 -2.0953 -4.8816 -1.8873 0.121
C -3.44845 5.21106 0.24651 0.2669 3.2547 1.0123 -0.434
O -4.66899 4.88218 -0.32550 1.7604 4.0664 -0.6580 0.069
C -4.85294 3.53352 -0.30089 -2.1939 -0.9909 2.1530 -0.128
C -3.50800 2.94942 -0.12148 -0.3824 1.0695 0.1508 -0.342
F -3.03524 2.78717 -1.33891 1.5225 -0.8717 -2.2348 0.097
O -2.80276 4.04503 0.43539 0.9923 -0.6703 0.9985 0.135
H -5.39204 3.47775 0.64482 -0.5769 -1.3108 0.0627 0.148
H -5.45735 3.16311 -1.12889 0.3574 0.0645 -0.0488 0.156
H -3.45213 2.00862 0.42612 0.4060 0.3603 0.3990 0.171
O -0.82123 -2.33995 4.13627 -0.5502 -0.4628 -3.1731 0.164
C -1.12960 -2.80412 3.05199 -1.0435 0.8301 3.3373 -0.512
O -0.61085 -3.85784 2.49289 1.3083 -0.9069 -0.6644 0.114
C -1.38561 -4.30728 1.40278 -0.3016 0.0398 -0.7898 -0.056
C -2.73747 -3.56065 1.56049 4.3360 -0.9518 -0.1926 -0.315
F -3.47978 -4.44901 2.22186 -2.0074 0.1483 1.2379 0.084
O -2.27666 -2.44553 2.33405 -1.5506 -0.0754 -0.4735 0.099
H -0.95456 -4.07064 0.43000 0.5779 0.1872 0.1512 0.119
H -1.48394 -5.38944 1.48863 -0.1624 0.1305 0.0195 0.147
H -3.14110 -3.40945 0.55933 -0.5022 1.1263 0.4848 0.149
O 2.55292 -1.18066 -0.82300 -2.3357 1.2745 -0.3360 0.151
C 1.40389 -0.79252 -0.92154 2.3129 0.3534 -1.3406 -0.548
O 0.40574 -1.20406 -0.20685 -1.8830 -2.8945 3.1934 0.069
C -0.88970 -1.02083 -0.81324 1.2663 1.6998 -0.4656 -0.011
C -0.49327 0.33838 -1.44541 -0.3627 -2.0779 -3.8427 -0.339
F -0.69371 1.34985 -0.64014 0.2152 1.2273 1.7354 0.118
O 0.88130 0.13531 -1.80088 0.3869 0.1950 0.8379 0.127
H -1.07657 -1.87359 -1.46591 0.1227 0.3618 -0.4849 0.125
H -1.76192 -0.91608 -0.16798 0.7338 0.0287 0.6988 0.114
H -0.94104 0.58322 -2.40856 -0.3370 -0.1434 0.1462 0.165
O -3.50885 -0.00909 -1.75411 -2.7886 -0.7452 0.8286 0.155
C -4.49011 -0.45308 -1.18582 0.3454 0.1738 -0.6668 -0.498
O -4.43555 -1.15836 -0.06657 2.3973 -0.0514 0.0108 0.035
C -5.68503 -1.45545 0.42965 -1.4911 -1.6194 0.6294 -0.055
C -6.62804 -1.37006 -0.83322 2.9173 -1.3913 1.4531 -0.279
F -7.90023 -1.16066 -0.55375 -0.7902 2.0894 0.3279 0.117
O -5.82616 -0.39964 -1.51600 -0.5440 1.3956 -2.1109 0.116
H -5.60871 -2.46404 0.83585 -0.3403 -0.0387 0.0197 0.134
H -5.84907 -0.78224 1.27106 -0.8575 0.1924 -0.2608 0.152
H -6.72864 -2.27496 -1.43250 1.0310 -0.1393 -0.2076 0.172
C 3.32587 0.99030 2.67639 -0.6175 0.3291 0.0465 -0.093
O 4.17136 2.13397 2.93769 0.6330 0.3536 -0.4648 -0.226
P 4.09145 3.31548 1.85390 -2.0712 -1.0437 -0.9821 0.521
O 4.45227 2.81607 0.48431 -0.3380 1.1534 1.7050 -0.238
O 2.48991 3.74879 2.05099 0.5599 -0.2265 -0.9490 -0.238
C 1.41877 3.60923 1.02564 0.7544 0.4127 -0.3755 -0.063
O 4.95708 4.52226 2.48260 -5.1395 -2.8106 0.4338 -0.167
C 6.08257 4.85190 1.85736 5.1932 2.0575 -0.1896 -0.189
H 2.38403 1.23411 3.16789 -0.0101 -0.5475 0.1990 0.090
H 3.78842 0.06444 3.01837 0.0907 0.3821 0.4525 0.095
H 3.09246 0.81389 1.62639 0.3080 0.4203 -0.2712 0.072
H 0.82551 2.69534 1.05628 0.7910 -0.5270 0.4628 0.064
H 1.83805 3.73625 0.02756 0.1988 -0.2590 0.0921 0.083
H 0.63351 4.36164 1.09868 0.5759 0.5664 0.7400 0.079
H 6.25267 5.91946 1.99694 -0.5491 0.4062 -0.7789 0.094
H 6.30374 4.52884 0.84011 -0.6636 -0.0879 0.0183 0.091
H 6.91312 4.54333 2.49224 0.3592 -0.8135 -0.1854 0.097
```
Positions in Å, forces in eV/Å.

Its multiplicity is 1. The calculation puts the total energy at -3412.229790 hartree. As for the largest force on an atom: 5.9 eV Å⁻¹. As for the LUMO energy: -0.0363 Ha. The HOMO energy comes out at -10.3 eV.

Record 2
The following is a quantum chemistry calculation of a cluster of 2 separate species, C5H10O in total, from the OMol25 dataset.

Structure (XYZ):
```
16
Properties=species:S:1:pos:R:3:forces:R:3:lowdin_charge:R:1
C -0.56788 1.10774 -1.08536 -0.0201 0.0672 -0.0200 -0.061
C -0.43992 -0.17866 -0.28658 -0.0793 0.0789 -0.0300 -0.290
C 0.38466 -1.36323 -0.86577 -0.0270 -0.0998 -0.1847 -0.134
C 1.16441 -1.50094 0.46768 0.1034 -0.0663 0.0928 -0.080
C 0.53857 -0.17293 0.89009 0.1123 0.2831 0.3804 -0.382
O 0.79305 0.63167 1.74760 -0.0803 -0.4146 -0.4336 0.073
H -1.01735 1.89794 -0.47591 0.0665 -0.1234 -0.0922 0.062
H 0.41598 1.45855 -1.41709 -0.1281 -0.0598 0.0473 0.086
H -1.19261 0.95776 -1.97237 0.0847 0.0155 0.1260 0.079
H -1.42445 -0.51838 0.06303 0.1440 0.0351 -0.0176 0.150
H -0.18877 -2.23840 -1.17919 0.0902 0.1362 0.0484 0.104
H 1.02641 -1.04475 -1.69305 -0.0909 -0.0352 0.1268 0.110
H 0.81944 -2.32885 1.09691 0.0310 0.1280 -0.0750 0.119
H 2.25720 -1.51927 0.42944 -0.1565 0.0113 0.0123 0.115
H -1.58472 2.62527 2.16785 0.0219 -0.0247 0.0034 0.036
H -0.98404 2.18647 2.11274 -0.0719 0.0685 0.0156 0.013
```
Positions in Å, forces in eV/Å.

Its multiplicity is 1. The calculation puts the total energy at -271.691336 hartree. As for the largest force on an atom: 0.6 eV Å⁻¹. As for the LUMO energy: 0.0350 Ha. The HOMO energy comes out at -9.5 eV.